Record 1
Here is a cluster of 2 separate species, C3H6O3 in total at a distorted geometry from OMol25. Energies are from ωB97M-V/def2-TZVPD.

Structure (ORCA input):
```
! RIJCOSX wB97M-V def2-TZVPD def2/J DEFGRID3
* xyz 0 1
C 1.9258 0.0578 -0.5759
O -0.9258 0.6919 0.4112
C -1.7019 -0.3186 0.1480
H -1.6982 -0.0169 -1.7738
H 1.5876 1.0559 -0.2849
C 1.1964 -0.9190 0.1311
H 3.0058 -0.0484 -0.4344
H -1.4338 -1.2359 0.7467
H 1.6761 -0.0791 -1.6323
O 0.6458 -1.7810 0.6468
O -1.6099 -0.7925 -1.2073
H -2.7760 -0.1136 0.3679
*
```

Results
Kohn-Sham gap (alpha / beta)   6.99 / 6.98 eV
Total energy   -9346.9536 eV
Relative energy (zero: lowest compared OMol25 entry of this formula, charge and spin)   4.363 eV


Record 2
Here is a structure of composition C26H33EuO5 at a distorted geometry from OMol25. Energies are from ωB97M-V/def2-TZVPD.

Structure (ORCA input):
```
! RIJCOSX wB97M-V def2-TZVPD def2/J DEFGRID3
* xyz -1 8
C -2.9432 0.0470 0.6891
H -0.0251 -3.2428 -0.0292
C 2.0977 -1.9960 2.2622
H -1.1569 -2.5035 -5.9030
H -2.1318 -1.0495 -6.2325
H 1.0726 -2.6263 4.1582
C 0.4776 -2.8701 0.8633
H 1.4211 -2.3989 -6.2627
C 1.8918 2.3167 8.0769
C 1.0628 -2.5516 3.0705
C -0.1002 0.5669 -7.2173
H -0.5518 2.2520 -3.2303
H 0.4544 -1.3354 -1.8347
H -1.4282 -1.9742 -7.5824
C -2.8055 -1.2245 1.3303
H -1.0476 -0.4040 -3.5120
H 3.0254 -1.5518 2.6240
H 2.1286 -0.8368 -6.7510
H 2.0019 2.7219 3.8052
C -2.9271 1.0545 1.7001
C 0.6522 0.7918 6.6566
C 1.7306 -2.1778 0.8935
H 2.1826 2.6601 9.0744
C 0.7059 0.9489 4.1875
H 2.3190 -1.8847 0.0209
C -0.0575 1.4118 -2.7339
C 1.9752 2.5766 5.6652
Eu -0.2263 -0.2007 1.7111
C -2.7726 0.4047 2.9618
H -0.8576 -3.5863 2.5244
O 0.3550 0.3841 -0.6480
H -1.9633 0.5019 -2.2752
C 1.1094 1.4524 5.5244
C 0.3927 1.6960 -1.3130
O 2.3977 3.2361 4.5766
H 1.1976 -1.8023 -7.9336
C -0.9624 0.1740 -2.5931
H 0.6939 0.6581 8.8050
C 1.0463 1.2057 7.9304
O -0.0649 -0.0651 4.1429
C -0.0415 1.1328 -5.8024
H -1.0663 -1.1824 -0.8868
C 2.3705 2.9896 6.9536
O 1.1249 1.5146 3.1056
H -1.0423 0.7388 -7.7457
C 0.0560 -3.0783 2.2115
C -2.7431 -1.0001 2.7391
H -0.0196 -0.0541 6.5110
H -2.7197 0.8977 3.9311
H -2.7446 -1.7738 3.5068
H -3.0874 2.1204 1.5392
C 1.2677 -1.5061 -6.8761
H 0.7981 0.8065 -7.7986
H -0.9671 1.6449 -5.5021
H 1.4263 2.0667 -1.2312
H 0.8375 1.7519 -5.5910
H -2.8004 -2.1984 0.8390
H 3.0546 3.8353 7.0504
H -3.1200 0.2110 -0.3727
C -0.3134 -0.6233 -1.4832
H -0.3080 2.3802 -0.8019
O 0.1133 -0.1660 -5.1426
C -0.0017 -0.7848 -6.4668
H 0.8145 1.1271 -3.3335
C -1.2585 -1.6291 -6.5544
*
```

Results
Kohn-Sham gap (alpha / beta)   4.97 / 5.99 eV
Total energy   -57065.8725 eV
Relative energy (zero: lowest compared OMol25 entry of this formula, charge and spin)   0.000 eV


Record 3
Here is a structure of composition C5H9FN2 at a distorted geometry from OMol25. Energies are from ωB97M-V/def2-TZVPD.

Structure (ORCA input):
```
! RIJCOSX wB97M-V def2-TZVPD def2/J DEFGRID3
* xyz 0 1
C -0.9963 0.1647 -0.0491
C -2.3635 -0.3073 -0.4572
N 1.2523 -1.0840 0.2427
H 0.7114 0.0573 -1.2508
H 0.0865 -1.6845 -1.6163
N 2.5319 -0.4376 -0.0181
C -1.8282 -0.3621 1.0532
H 1.4266 1.6390 0.6845
H -1.6496 -1.2771 1.5999
C 0.0967 -0.6940 -0.6072
H -2.8223 -1.1509 -0.9428
H -2.9914 0.4362 -0.6349
H -2.5995 0.4196 1.4929
F -0.7822 1.5612 -0.2380
C 2.3712 0.9639 0.2188
H 1.4642 -2.1322 0.2143
H 3.2447 1.7020 0.0717
*
```

Results
Kohn-Sham gap   9.39 eV
Total energy   -11021.8049 eV
Relative energy (zero: lowest compared OMol25 entry of this formula, charge and spin)   6.707 eV


Record 4
Here is the molecule C5H9O3 at a distorted geometry from OMol25. Energies are from ωB97M-V/def2-TZVPD.

Structure (ORCA input):
```
! RIJCOSX wB97M-V def2-TZVPD def2/J DEFGRID3
* xyz 0 2
C -1.3344 -0.4377 -0.0522
H 0.8227 -0.8967 2.3143
C 0.9685 1.2532 -1.0314
C -0.1112 -0.3221 2.1665
O -1.0134 -1.7505 -0.4886
C -0.1858 0.0899 0.7525
H -1.6874 0.2117 -0.8483
H 1.6992 0.9244 0.9751
H -0.1478 -1.1652 -2.0507
H -0.0424 0.6016 2.7708
H 0.0608 1.3667 -1.6196
O -0.9061 -1.7734 -1.9661
H 1.9903 1.2930 -2.6176
H -1.0003 -0.9319 2.3768
C 0.8705 0.8070 0.2743
H -2.1266 -0.5771 0.7028
O 2.1434 1.3072 -1.6585
*
```

Results
Kohn-Sham gap (alpha / beta)   7.22 / 10.03 eV
Total energy   -11467.9553 eV
Relative energy (zero: lowest compared OMol25 entry of this formula, charge and spin)   3.927 eV